# 1
Molecular formula: C29H91N23O14
Method: DFT, ωB97M-V with the def2-TZVPD basis set

Calculated total energy: -3472.2496 a.u.
LUMO energy: -0.137 eV
Energy relative to the best compared isomer or geometry (same formula, charge and spin): 877.7 kJ/mol
HOMO energy: -8.69 eV
HOMO-LUMO gap: 8.55 eV
2S+1: 1

Atoms and positions in Å:
C 3.64922 -10.52255 -7.34644
C 4.36836 -9.35534 -7.96793
C 3.42409 -8.08771 -8.12673
O 2.09451 -8.31837 -8.42415
C 1.86311 -8.40375 -9.80320
N 5.60004 -9.13506 -7.14334
H 2.81425 -10.83150 -7.97532
H 3.16202 -10.24544 -6.41160
H 4.32973 -11.36678 -7.23565
H 4.63585 -9.71130 -8.96284
H 3.95309 -7.36224 -8.74476
H 3.50998 -7.61456 -7.14854
H 0.82813 -8.73453 -9.88981
H 2.62155 -8.99786 -10.31301
H 1.94833 -7.40694 -10.23586
H 5.25262 -8.74369 -6.27949
H 6.01358 -8.34773 -7.62209
C 1.15688 -8.32975 -0.05431
C 0.76668 -7.49022 -1.29299
C 1.36052 -8.12847 -2.59853
O 1.15104 -7.15588 -3.60533
C 1.80605 -7.44717 -4.79703
N -0.64945 -7.30617 -1.21889
H 0.87571 -7.95756 0.93083
H 2.23624 -8.40352 0.07851
H 0.77094 -9.31359 -0.32117
H 1.22614 -6.50606 -1.20118
H 0.85736 -9.06807 -2.82675
H 2.41565 -8.38144 -2.49446
H 1.20354 -8.22639 -5.26382
H 2.84062 -7.78604 -4.74295
H 1.83972 -6.58136 -5.45835
H -0.71653 -6.51977 -1.84912
H -1.05683 -8.12096 -1.65510
C 6.12415 -5.75752 -5.50459
C 6.31742 -6.67233 -4.28998
C 5.67016 -5.95037 -3.02681
O 5.73984 -6.88525 -1.93626
C 5.26066 -6.39586 -0.67722
N 5.53603 -7.88071 -4.52768
H 6.67225 -4.86238 -5.21064
H 5.07569 -5.47520 -5.60016
H 6.59715 -5.95370 -6.46681
H 7.35859 -6.92165 -4.08525
H 4.61910 -5.70004 -3.17071
H 6.14821 -5.00586 -2.76705
H 4.23318 -6.73105 -0.53576
H 5.44657 -5.34422 -0.45904
H 5.71115 -6.83824 0.21129
H 4.57178 -7.58280 -4.56751
H 5.59718 -8.42818 -3.68114
C 4.01280 -11.96094 -10.79644
C 3.36994 -12.17060 -12.19707
C 2.31471 -11.15361 -12.64151
O 1.03041 -11.41283 -12.02277
C -0.06190 -10.65043 -12.59900
N 4.43694 -11.95673 -13.14352
H 4.74199 -11.15080 -10.80398
H 4.36753 -12.88906 -10.34830
H 3.36017 -11.55605 -10.02297
H 3.01097 -13.19975 -12.20689
H 2.21715 -11.31174 -13.71556
H 2.80139 -10.17874 -12.61215
H -1.02660 -11.14757 -12.49760
H 0.05555 -10.44471 -13.66296
H -0.20965 -9.69335 -12.09874
H 5.31477 -12.24854 -12.73812
H 4.23202 -12.69156 -13.80542
C -3.74576 -7.98719 -7.18539
C -3.13098 -6.57825 -7.22259
C -1.74303 -6.63599 -7.73551
O -1.09722 -5.41555 -7.46110
C 0.14585 -5.11870 -8.10283
N -3.94303 -5.63518 -8.00746
H -3.66980 -8.47566 -8.15684
H -4.79708 -8.19564 -6.98703
H -3.18835 -8.55269 -6.43867
H -3.10099 -6.31199 -6.16604
H -1.74107 -6.86647 -8.80087
H -1.26318 -7.42108 -7.15116
H 0.39680 -5.75260 -8.95330
H 0.99427 -5.20255 -7.42368
H 0.11231 -4.13173 -8.56421
H -3.31623 -4.85161 -7.89242
H -4.78960 -5.31447 -7.55962
C -1.57621 -4.60548 -11.52899
O -0.95386 -3.58343 -11.63165
N -1.08421 -5.70942 -11.20224
N -2.85541 -4.79968 -11.71817
H -1.67992 -6.51223 -11.05829
H -0.08143 -5.65763 -11.09334
H -3.46836 -3.99768 -11.68354
H -3.11259 -5.75433 -11.51178
C 5.64166 -8.02682 -12.57258
O 5.46153 -6.80373 -12.75896
N 5.31959 -8.97427 -13.29354
N 5.98041 -8.52168 -11.45262
H 4.81300 -8.75119 -14.13835
H 5.29958 -9.94324 -13.00930
H 6.23973 -9.49625 -11.50783
H 6.12629 -8.01745 -10.58973
C 6.34098 -15.15299 -8.44580
O 6.03095 -16.20659 -8.84012
N 5.52590 -14.21153 -8.12450
N 7.55469 -14.75152 -8.26764
H 4.62768 -14.66211 -8.02313
H 5.91810 -13.28200 -8.17200
H 8.29159 -15.40679 -8.48607
H 7.84958 -13.79976 -8.10245
C -0.12648 -10.84440 -6.59295
O 0.83263 -10.71871 -5.86260
N -1.14513 -11.59969 -6.23462
N -0.19851 -10.15747 -7.70571
H -1.33354 -12.00297 -5.32799
H -1.88643 -11.64481 -6.91913
H -0.84647 -10.49771 -8.40175
H 0.31330 -9.29782 -7.84409
C 2.32774 -4.85621 -12.12119
O 1.75341 -5.91066 -11.95598
N 3.53795 -4.75637 -12.45579
N 1.87099 -3.65486 -12.10155
H 3.79330 -3.89674 -12.92048
H 4.10855 -5.58959 -12.47191
H 2.50643 -2.88313 -12.24559
H 0.96263 -3.68797 -11.66123
C 1.96601 -13.37896 -3.99382
O 1.02221 -13.99289 -4.26221
N 2.86756 -13.95233 -3.31331
N 2.18292 -12.17736 -4.15807
H 3.65204 -13.38296 -3.02955
H 2.60288 -14.89548 -3.06730
H 2.81891 -11.54404 -3.69490
H 1.41100 -11.76205 -4.65984
C 8.91195 -11.95432 -7.15494
O 8.81068 -12.04297 -8.37308
N 9.80979 -12.57413 -6.43506
N 8.08644 -11.12185 -6.44414
H 10.53151 -13.13978 -6.85846
H 9.79556 -12.58513 -5.42523
H 7.32708 -10.64769 -6.91173
H 8.17249 -11.11933 -5.43781
C 8.27873 -7.70261 -9.23012
O 7.16578 -7.25632 -9.12663
N 8.49895 -8.92587 -9.48592
N 9.43611 -7.06132 -9.27439
H 7.66908 -9.47990 -9.32947
H 9.08146 -9.06315 -10.29952
H 9.35597 -6.05589 -9.22142
H 10.33003 -7.50504 -9.42963
C 4.96076 -10.89857 -3.05486
O 4.03245 -10.23251 -3.42380
N 6.07151 -11.05103 -3.67162
N 4.88594 -11.51501 -1.85304
H 6.65950 -11.79554 -3.32509
H 6.00804 -10.70486 -4.61832
H 3.96375 -11.51015 -1.44117
H 5.66915 -11.88958 -1.33693

Atom charges from the Löwdin analysis, given in e for atoms 1 to 99: -0.065, -0.387, -0.185, -0.204, -0.075, 0.067, 0.065, 0.066, 0.070, 0.094, 0.128, 0.103, 0.081, 0.088, 0.064, 0.011, 0.027, -0.070, -0.452, -0.177, -0.174, -0.109, 0.044, 0.074, 0.052, 0.075, 0.131, 0.126, 0.106, 0.083, 0.056, 0.083, 0.071, 0.076, -0.056, -0.368, -0.171, -0.203, -0.096, 0.037, 0.071, 0.081, 0.067, 0.140, 0.122, 0.116, 0.072, 0.087, 0.077, 0.040, 0.048, -0.036, -0.409, -0.192, -0.173, -0.091, 0.017, 0.050, 0.069, 0.057, 0.140, 0.114, 0.113, 0.079, 0.083, 0.066, 0.079, 0.088, -0.068, -0.450, -0.228, -0.164, -0.072, 0.053, 0.068, 0.072, 0.069, 0.139, 0.114, 0.118, 0.059, 0.076, 0.090, 0.060, 0.070, -0.814, 0.046, 0.182, 0.170, 0.115, 0.077, 0.122, 0.101, -0.783, -0.003, 0.186, 0.188, 0.140, 0.072

# 2
Molecular formula: C29H94N20O17
Method: DFT, ωB97M-V with the def2-TZVPD basis set

Charge: +1
<S²>: 0.760
Calculated total energy: -3535.3392 a.u.
LUMO energy (alpha / beta): -2.024 / -7.401 eV
HOMO energy (alpha / beta): -11.38 / -11.38 eV
HOMO-LUMO gap (alpha / beta): 9.36 / 3.98 eV
2S+1: 2

Atoms and positions in Å:
C -3.38696 3.08936 3.83112
C -4.25182 2.87010 2.60659
C -4.91604 4.08771 2.01507
O -5.79728 4.48848 3.06810
C -6.51797 5.69537 2.77671
N -3.36216 2.20836 1.66149
H -2.54529 3.77460 3.73036
H -2.96541 2.16062 4.21560
H -3.86594 3.54653 4.69696
H -5.01806 2.11964 2.80096
H -5.25074 3.91440 0.99231
H -4.09584 4.78279 1.83551
H -6.84824 6.31158 3.61296
H -7.41290 5.52323 2.17874
H -5.78023 6.30371 2.25349
H -2.94724 1.56578 2.32105
H -3.87093 1.52990 1.11290
C 0.50772 -1.91453 -1.17985
C 0.00265 -0.99659 -0.05823
C 0.15745 0.48805 -0.32706
O 1.59010 0.72246 -0.36669
C 2.04276 2.02806 -0.61484
N -1.35664 -1.31920 0.36747
H -0.07565 -1.95081 -2.09989
H 0.48582 -2.92654 -0.77554
H 1.54081 -1.69496 -1.44932
H 0.58062 -1.18396 0.84673
H -0.24021 1.11116 0.47400
H -0.33971 0.81302 -1.24103
H 1.75094 2.62069 0.25218
H 1.64703 2.54451 -1.48936
H 3.12925 2.08794 -0.55131
H -1.42964 -0.72143 1.17829
H -1.60216 -2.24366 0.69182
C -2.72445 -5.92654 -0.63149
C -3.49489 -4.82728 0.12228
O -2.62556 -4.00741 0.87178
H -2.20534 -6.58011 0.06956
H -1.87238 -5.53131 -1.18455
H -3.35019 -6.53404 -1.28531
H -4.30396 -5.17124 0.76663
H -3.96512 -4.17943 -0.61751
H -3.18546 -3.36807 1.31827
C 3.59736 -1.85822 3.12558
C 2.98624 -0.98161 2.05213
O 3.84922 0.12724 1.77504
H 2.94912 -2.66265 3.47314
H 3.93846 -1.35719 4.03152
H 4.53124 -2.32591 2.81376
H 2.00531 -0.58405 2.31253
H 2.80068 -1.55512 1.14397
H 3.52819 0.73335 1.10334
C 4.92113 3.74059 0.85523
C 4.40069 5.03824 1.38557
O 4.35826 5.03268 2.80292
H 4.98676 3.64181 -0.22830
H 4.44162 2.90102 1.35853
H 5.98120 3.67760 1.10096
H 3.37071 5.10672 1.03551
H 5.00342 5.88116 1.04750
H 3.81829 4.29681 3.10045
C -0.39139 0.39276 -4.61700
C -1.59020 1.18844 -4.92106
O -1.29183 2.54257 -4.51922
H 0.40254 0.67964 -5.30654
H -0.60808 -0.63333 -4.91413
H -0.25072 0.52401 -3.54411
H -2.57130 0.83903 -4.59940
H -1.63646 1.25049 -6.00831
H -1.78880 2.79413 -3.73734
C 0.41678 -3.77289 4.71619
C -0.14278 -3.49034 3.35490
O -0.38761 -4.80172 2.76172
H -0.40559 -4.01039 5.39102
H 0.62951 -2.81671 5.19427
H 1.26114 -4.44907 4.85016
H 0.61092 -3.06100 2.69482
H -0.91682 -2.72300 3.34256
H -1.00784 -4.66734 2.04140
C 0.03885 -3.86431 -5.24000
C -0.94094 -4.43719 -4.16424
O -0.69160 -5.82510 -3.97574
H -0.30273 -2.96330 -5.74951
H 0.29916 -4.51901 -6.07169
H 0.96893 -3.67083 -4.70557
H -1.95867 -4.43182 -4.55450
H -0.90101 -3.72045 -3.34401
H -0.93731 -6.27962 -4.78485
C 1.03548 6.09006 -2.51595
O 1.83030 6.85983 -3.09606
N 0.65482 6.36669 -1.31006
N 0.44196 4.94887 -2.95465
H 0.00342 5.84276 -0.74325
H 1.21937 7.09542 -0.89735
H -0.21689 4.42432 -2.39709
H 0.62611 4.66938 -3.90758
C 4.34860 -3.44804 -1.97624
O 5.27613 -2.86831 -2.41773
N 4.02974 -3.50958 -0.68732
N 3.40722 -3.85464 -2.82579
H 4.68439 -3.18661 0.01070
H 3.21036 -4.05812 -0.46867
H 3.63728 -3.77216 -3.80577
H 2.58510 -4.31889 -2.46708
C -0.46923 4.48847 1.56432
O 0.14185 5.54383 1.52723
N -1.51227 4.37282 0.80644
N -0.21209 3.43576 2.22928
H -2.17817 3.63597 0.99012
H -1.81805 5.27845 0.48020
H 0.36609 3.43111 3.05740
H -0.71201 2.58800 2.00236
C -3.95861 -0.91928 -2.16294
O -5.01371 -0.87670 -2.73234
N -3.59414 -0.25032 -1.10170
N -2.91592 -1.63754 -2.60188
H -2.79950 -0.58806 -0.57769
H -4.31060 0.23274 -0.57879
H -3.16616 -2.05790 -3.48550
H -2.02942 -1.75622 -2.13272
C 2.55225 -5.84278 1.20764
O 3.56028 -6.35889 0.72760
N 2.36624 -5.71368 2.51141
N 1.62434 -5.31182 0.41261
H 1.55422 -5.23047 2.86811
H 3.01314 -6.02255 3.22290
H 0.94376 -4.71427 0.85965
H 1.49027 -5.57030 -0.55451
C -0.66782 0.37490 3.82005
O -1.14653 0.76741 2.77269
N 0.48912 0.75131 4.15609
N -1.17369 -0.45093 4.64327
H 0.82558 0.37070 5.02904
H 1.05332 1.38749 3.61107
H -1.88217 -1.07628 4.28675
H -0.72270 -0.81313 5.47122
C 2.69118 3.87024 -4.86431
O 1.87827 4.62135 -5.42788
N 2.36691 2.77192 -4.25664
N 3.97531 3.94165 -5.04111
H 3.08454 2.20487 -3.82820
H 1.38808 2.52295 -4.26017
H 4.44813 3.28013 -4.44199
H 4.46781 4.76745 -5.35033
C -4.80750 -1.54600 2.70108
O -3.65058 -1.71523 2.32573
N -5.68068 -0.73880 2.19469
N -5.46094 -2.09861 3.67081
H -5.57399 -0.30339 1.28963
H -6.51545 -0.73038 2.76319
H -4.85964 -2.58040 4.32383
H -6.40507 -1.78991 3.85362
C 5.20150 0.91371 -2.61172
O 4.80703 1.58233 -3.57586
N 6.35059 1.06239 -2.02052
N 4.49376 -0.07686 -2.11096
H 7.02908 1.70758 -2.39933
H 6.68432 0.36235 -1.37347
H 4.87377 -0.90160 -1.66880
H 3.53836 -0.11403 -2.43641

Atom charges from the Löwdin analysis, given in e for atoms 1 to 99: -0.038, -0.422, -0.201, -0.173, -0.080, 0.043, 0.080, 0.070, 0.086, 0.128, 0.131, 0.108, 0.087, 0.086, 0.081, 0.030, 0.053, -0.021, -0.388, -0.135, -0.201, -0.103, 0.060, 0.048, 0.063, 0.068, 0.102, 0.100, 0.116, 0.078, 0.073, 0.063, 0.045, 0.050, -0.055, -0.284, -0.121, 0.072, 0.056, 0.082, 0.116, 0.106, 0.036, -0.066, -0.315, -0.076, 0.050, 0.076, 0.076, 0.077, 0.088, 0.033, -0.101, -0.319, -0.065, 0.070, 0.060, 0.082, 0.094, 0.122, 0.073, -0.096, -0.300, -0.094, 0.085, 0.065, 0.063, 0.119, 0.116, 0.073, -0.080, -0.284, -0.101, 0.084, 0.058, 0.082, 0.090, 0.090, 0.045, -0.071, -0.301, -0.083, 0.058, 0.073, 0.050, 0.104, 0.076, 0.088, -0.582, 0.243, 0.220, 0.207, 0.088, 0.143, 0.114, 0.062, -0.777, 0.044, 0.196